# 1
A cluster of 2 separate species, C5H12NO2 in total, computed with ωB97M-V/def2-TZVPD.

The value obtained for the relative energy (zero: lowest compared OMol25 entry of this formula, charge and spin) is 156.2 kcal/mol. The calculation puts the highest occupied orbital energy (spin up / spin down) at -2.02 / -2.02 eV. The calculation puts the orbital gap (spin up / spin down) at 0.23023 / 0.23028 Eh.

```
! RIJCOSX wB97M-V def2-TZVPD def2/J DEFGRID3
* xyz -1 1
C -2.01083 0.70882 0.39977
C -1.55428 -1.40653 -0.87010
C 1.85117 1.60362 0.23450
C -1.10502 -0.08781 -0.50344
C 1.84246 0.10643 0.32672
N 0.48597 -0.50347 0.98645
O 0.49227 -1.74886 0.69032
O 2.17483 -0.72220 -0.69899
H -2.59847 0.05314 0.91314
H -1.49608 1.27005 1.20554
H -2.40433 1.59057 -0.11731
H -2.56820 -1.65483 -0.54010
H -0.76205 -1.84752 -0.21223
H -1.58666 -1.83036 -1.93218
H 1.75497 1.88578 1.29334
H 2.78830 1.92313 -0.18309
H 1.10063 1.87928 -0.47720
H -0.73643 0.49004 -1.33548
H 2.57675 -0.18623 1.18056
H 1.75502 -1.52304 -0.36021
*
```

# 2
A structure of composition C12H8ClIrNO2SeTe, computed with ωB97M-V/def2-TZVPD.

As for the expectation value of S²: 8.7851. The calculation puts the highest occupied orbital energy (spin up / spin down) at -8.13 / -8.54 eV. The calculation puts the orbital gap (spin up / spin down) at 0.28012 / 0.22468 Eh.

```
! RIJCOSX wB97M-V def2-TZVPD def2/J DEFGRID3
* xyz 0 6
Ir 2.32726 2.00991 -1.56281
Cl 2.75119 -1.99098 4.58225
C 2.37445 -0.89715 3.28988
C 1.73732 0.32076 3.57532
C 1.42028 1.18715 2.56519
C 1.70182 0.89065 1.20674
O 1.31570 1.72174 0.29427
C 2.37716 -0.34514 0.93928
C 2.76802 -0.74778 -0.37267
O 2.51858 -0.18629 -1.44876
C 2.70033 -1.21311 2.00327
H 1.50625 0.56487 4.60371
H 0.93217 2.12995 2.77358
H 3.32971 -1.69278 -0.42432
H 3.21555 -2.14099 1.78457
Se -0.59419 0.83123 -1.89517
C -2.35770 0.13861 -1.95286
C -3.44494 0.96624 -2.22517
C -4.70931 0.39827 -2.26712
N -4.94049 -0.89385 -2.05381
C -3.89770 -1.67677 -1.78856
C -2.59216 -1.21537 -1.72655
H -3.30707 2.02387 -2.40004
H -5.58203 1.00644 -2.47951
H -4.12417 -2.72403 -1.62086
H -1.77626 -1.89061 -1.50899
Te 4.35025 3.42518 -1.89087
*
```

# 3
A cluster of 6 separate species, C36H24O12 in total, computed with ωB97M-V/def2-TZVPD.

The SMILES is O=C1C=CC(=O)C=C1.O=C1C=CC(=O)C=C1.O=C1C=CC(=O)C=C1.O=C1C=CC(=O)C=C1.O=C1C=CC(=O)C=C1.O=C1C=CC(=O)C=C1. The value obtained for the relative energy (zero: lowest compared OMol25 entry of this formula, charge and spin) is 0.0 kcal/mol. The calculation puts the highest occupied orbital energy at -10.18 eV. The calculation puts the orbital gap at 0.30211 Eh.

```
! RIJCOSX wB97M-V def2-TZVPD def2/J DEFGRID3
* xyz 0 1
O 6.19908 1.97399 4.17246
C 5.52096 2.00680 3.13213
C 5.02405 0.71283 2.57097
C 4.17160 0.80892 1.50883
C 3.80430 2.08576 0.85583
O 3.03373 2.11240 -0.10898
C 4.27085 3.32595 1.44787
C 5.10728 3.31362 2.53949
H 5.34925 -0.21455 3.06300
H 3.70193 -0.07033 1.07532
H 3.96408 4.23020 0.91891
H 5.51296 4.23958 3.00011
O -1.31710 6.87728 -4.52101
C -0.41401 6.09503 -4.69063
C 0.05745 5.21042 -3.61344
C 1.18779 4.48840 -3.70843
C 1.82356 4.35785 -5.05675
O 2.69086 3.48349 -5.21883
C 1.43781 5.28716 -6.12982
C 0.40113 6.10781 -5.92089
H -0.62812 5.12332 -2.76628
H 1.50312 3.72781 -2.98932
H 1.99282 5.16733 -7.04501
H 0.03482 6.73700 -6.72438
O -5.73257 -3.26335 1.75742
C -5.59547 -2.05285 1.86046
C -4.27634 -1.41250 1.67272
C -4.04540 -0.11252 1.72819
C -5.15982 0.75423 2.21263
O -4.94470 1.91635 2.59548
C -6.55674 0.21867 2.33385
C -6.70689 -1.11767 2.16902
H -3.48338 -2.09600 1.38995
H -3.07955 0.33640 1.52191
H -7.43398 0.83594 2.55567
H -7.65791 -1.62380 2.29827
O -0.55448 -3.10237 -3.19527
C -0.28253 -3.61242 -2.15147
C 0.71258 -3.06123 -1.23999
C 0.82320 -3.54565 0.03295
C 0.15539 -4.80927 0.47231
O 0.30624 -5.22486 1.55196
C -0.74097 -5.41927 -0.55760
C -0.96620 -4.91420 -1.77797
H 1.21416 -2.13694 -1.54859
H 1.47890 -3.03406 0.71911
H -1.23194 -6.32156 -0.17008
H -1.65468 -5.37226 -2.49316
O 0.37502 -4.61863 5.61944
C 0.58672 -3.66916 4.84356
C -0.41923 -2.63258 4.58685
C -0.20808 -1.65499 3.69909
C 1.13789 -1.52739 2.99898
O 1.31979 -0.65806 2.18929
C 2.14552 -2.57739 3.26744
C 1.83418 -3.63867 4.06736
H -1.32515 -2.78816 5.16314
H -0.93116 -0.88850 3.44764
H 3.06692 -2.45701 2.67010
H 2.51626 -4.50561 4.18823
O -0.20321 1.27169 -4.55759
C -0.45664 0.78052 -3.46686
C -1.74810 0.08242 -3.21592
C -2.03750 -0.50252 -2.02992
C -1.09389 -0.29891 -0.88816
O -1.40476 -0.70916 0.21064
C 0.20095 0.39997 -1.12237
C 0.53194 0.85212 -2.35668
H -2.35788 0.03021 -4.11563
H -2.92005 -1.12456 -1.81678
H 0.91282 0.50883 -0.28378
H 1.46050 1.30870 -2.62697
*
```

Going through the records in order, we get largest force on an atom values of 4.01; 1.02; 4.78 eV/Å.